# 1
# C30H87IN3O13

A 14-piece molecular cluster, C30H87IN3O13 overall in a non-equilibrium geometry (wB97M-V/def2-TZVPD, the OMol25 dataset).

Output
spin multiplicity: 1
energy: -2634.7635 Ha
net charge: +1

Cartesian coordinates (Å):
C 0.691 0.899 -2.314
C -0.709 1.009 -2.384
C -1.667 -0.101 -2.906
N -2.115 -1.071 -1.857
C -1.044 -1.482 -0.982
N 0.053 -2.023 -1.438
N -1.106 -1.379 0.461
I -1.190 0.588 1.084
H 1.362 0.725 -3.185
H 1.141 1.064 -1.302
H -1.132 1.993 -2.046
H -1.238 -0.591 -3.827
H -2.598 0.422 -3.265
H -2.370 -1.925 -2.377
H 0.210 -2.274 -2.416
H 0.790 -2.281 -0.779
H -2.010 -1.798 0.712
C 1.828 3.103 4.465
C 1.122 3.246 3.131
O -0.220 3.680 3.328
H 1.304 2.388 5.102
H 2.858 2.764 4.329
H 1.840 4.057 4.999
H 1.092 2.287 2.609
H 1.637 3.972 2.492
H -0.184 4.536 3.783
C -3.265 6.540 1.894
C -3.108 5.527 0.777
O -1.755 5.497 0.328
H -2.974 7.535 1.551
H -4.298 6.577 2.245
H -2.617 6.289 2.739
H -3.740 5.792 -0.070
H -3.389 4.524 1.116
H -1.205 5.253 1.081
C 0.319 9.029 4.373
C 0.793 7.601 4.555
O -0.210 6.685 4.106
H -0.604 9.199 4.930
H 1.074 9.737 4.718
H 0.101 9.234 3.321
H 0.989 7.394 5.606
H 1.714 7.420 3.991
H -0.373 6.868 3.173
C 3.989 4.496 8.264
C 2.645 5.058 7.847
O 2.806 6.010 6.796
H 4.651 5.297 8.600
H 3.874 3.771 9.073
H 4.481 4.005 7.422
H 2.166 5.566 8.684
H 1.981 4.260 7.500
H 3.220 5.556 6.055
C 3.153 0.319 -5.983
C 3.095 -1.028 -5.291
O 2.000 -1.795 -5.796
H 2.221 0.869 -5.832
H 3.982 0.919 -5.602
H 3.279 0.194 -7.061
H 2.948 -0.899 -4.216
H 4.020 -1.587 -5.448
H 2.140 -1.912 -6.743
C -6.699 1.725 0.900
C -6.310 2.997 1.625
O -6.459 4.129 0.773
H -6.081 1.592 0.010
H -6.579 0.853 1.547
H -7.738 1.773 0.564
H -5.265 2.951 1.936
H -6.929 3.145 2.515
H -7.384 4.176 0.511
C 1.319 -6.001 -1.074
C 0.618 -5.852 -2.411
O -0.728 -5.422 -2.215
H 0.794 -6.722 -0.445
H 2.350 -6.336 -1.209
H 1.327 -5.049 -0.531
H 0.594 -6.806 -2.937
H 1.133 -5.122 -3.045
H -0.698 -4.575 -1.758
C -6.075 -0.012 -3.230
C -6.003 -0.759 -1.913
O -5.178 -1.916 -2.049
H -6.476 -0.657 -4.014
H -6.709 0.873 -3.143
H -5.078 0.301 -3.552
H -6.996 -1.088 -1.605
H -5.592 -0.124 -1.124
H -4.302 -1.617 -2.310
C -8.959 -2.456 -3.634
C -8.727 -3.952 -3.547
O -7.379 -4.265 -3.884
H -8.743 -2.093 -4.641
H -9.991 -2.204 -3.383
H -8.292 -1.924 -2.952
H -9.378 -4.481 -4.243
H -8.932 -4.319 -2.536
H -6.806 -3.803 -3.260
C 7.757 -3.189 -4.021
C 6.419 -2.629 -4.462
O 6.592 -1.705 -5.531
H 8.421 -2.385 -3.700
H 7.633 -3.895 -3.197
H 8.252 -3.702 -4.850
H 5.937 -2.101 -3.637
H 5.751 -3.431 -4.795
H 7.008 -2.180 -6.258
C 5.009 -0.210 8.965
C 3.671 0.361 8.536
O 3.845 1.305 7.483
H 5.675 0.588 9.300
H 4.885 -0.929 9.778
H 5.503 -0.710 8.127
H 3.191 0.876 9.369
H 3.002 -0.434 8.191
H 4.260 0.846 6.746
C -0.062 -4.844 -6.883
C 1.260 -5.544 -7.132
O 2.237 -4.616 -7.594
H -0.420 -4.366 -7.796
H -0.820 -5.550 -6.535
H 0.054 -4.056 -6.132
H 1.146 -6.314 -7.896
H 1.629 -6.018 -6.216
H 2.342 -3.943 -6.912
C 3.832 -6.700 1.948
C 5.088 -6.111 1.337
O 4.771 -5.413 0.135
H 3.349 -7.383 1.246
H 4.060 -7.243 2.867
H 3.108 -5.912 2.177
H 5.799 -6.900 1.089
H 5.571 -5.417 2.031
H 4.152 -4.714 0.362

---

# 2
# C30H90N6O12

A 12-piece molecular cluster, C30H90N6O12 overall in a non-equilibrium geometry (wB97M-V/def2-TZVPD, the OMol25 dataset).

Output
spin multiplicity: 2
expectation value of S²: 0.750
energy: -2428.0398 Ha
net charge: -1

Cartesian coordinates (Å):
C -3.114 -5.118 0.688
O -4.338 -5.802 0.847
H -2.236 -5.382 1.277
H -2.819 -5.059 -0.359
H -3.407 -4.112 0.989
H -4.590 -5.718 1.769
C 3.930 -4.079 0.823
O 4.434 -5.304 0.294
H 4.437 -3.831 1.755
H 4.030 -3.282 0.085
H 2.894 -4.233 1.124
H 4.053 -5.361 -0.585
C -1.035 3.506 -0.530
O 0.136 2.916 -1.049
H -0.818 3.793 0.499
H -1.433 4.351 -1.093
H -1.653 2.617 -0.408
H -0.064 2.489 -1.885
C -6.528 -1.008 0.144
O -5.884 -2.123 0.636
H -6.084 -0.099 0.549
H -6.329 -0.855 -0.916
H -7.616 -0.945 0.187
H -6.102 -2.958 0.215
C -4.822 0.291 3.542
O -4.869 1.667 3.559
H -5.161 -0.064 2.569
H -3.933 -0.181 3.961
H -5.668 0.026 4.176
H -5.764 2.013 3.532
C 3.900 0.615 0.662
O 4.238 -0.133 -0.492
H 2.865 0.624 1.004
H 4.434 0.321 1.566
H 4.203 1.642 0.457
H 3.808 0.216 -1.277
C 0.445 4.442 -4.628
C -0.692 3.493 -4.164
C -1.773 3.186 -5.174
O -2.664 2.192 -4.752
C -3.527 2.635 -3.730
N 0.034 2.288 -3.741
H 0.963 4.003 -5.481
H 1.191 4.532 -3.839
H 0.218 5.435 -5.016
H -1.073 3.884 -3.221
H -1.408 2.729 -6.095
H -2.171 4.126 -5.554
H -4.215 3.278 -4.279
H -3.127 3.024 -2.794
H -4.191 1.786 -3.567
H -0.591 1.511 -3.579
H 0.580 1.880 -4.486
C 2.832 2.062 3.529
C 3.268 3.512 3.618
C 3.659 3.896 5.037
O 2.622 3.729 5.908
C 3.024 3.826 7.244
N 4.383 3.810 2.700
H 2.315 1.804 2.604
H 2.221 1.748 4.375
H 3.784 1.532 3.561
H 2.425 4.100 3.254
H 3.974 4.940 5.021
H 4.540 3.317 5.312
H 3.302 4.818 7.600
H 3.819 3.095 7.400
H 2.207 3.526 7.900
H 3.905 3.947 1.821
H 4.775 4.731 2.833
C 2.768 -1.503 -3.557
C 2.404 -0.120 -3.856
C 3.551 0.769 -4.273
O 4.487 0.745 -3.324
C 5.712 1.402 -3.570
N 1.488 -0.133 -5.000
H 1.952 -2.091 -3.138
H 3.510 -1.414 -2.762
H 3.290 -2.023 -4.361
H 1.898 0.265 -2.970
H 3.089 1.724 -4.525
H 3.985 0.360 -5.185
H 6.352 0.800 -4.215
H 6.383 1.521 -2.719
H 5.628 2.360 -4.082
H 0.716 -0.704 -4.686
H 1.844 -0.564 -5.841
C 0.915 -1.672 0.419
C -0.044 -1.170 1.520
C -1.450 -1.061 0.964
O -1.529 -0.278 -0.277
C -2.804 -0.140 -0.816
N 0.014 -2.186 2.574
H 0.948 -1.026 -0.457
H 0.588 -2.660 0.093
H 1.933 -1.687 0.809
H 0.271 -0.166 1.805
H -2.024 -0.667 1.803
H -1.905 -2.033 0.769
H -2.573 0.575 -1.606
H -3.551 0.322 -0.171
H -3.143 -1.019 -1.366
H -0.449 -1.824 3.396
H 0.966 -2.244 2.907
C -1.498 -1.819 -3.562
C -2.165 -1.573 -4.855
C -3.706 -1.536 -4.714
O -4.160 -1.217 -6.033
C -5.478 -0.762 -6.092
N -1.738 -0.386 -5.613
H -0.417 -1.926 -3.473
H -1.954 -2.637 -3.005
H -1.597 -0.945 -2.918
H -2.118 -2.478 -5.461
H -4.010 -0.840 -3.933
H -4.131 -2.487 -4.393
H -5.831 -0.042 -5.354
H -6.115 -1.646 -6.068
H -5.675 -0.482 -7.127
H -1.924 0.442 -5.065
H -2.316 -0.237 -6.428
C -0.379 -1.296 6.408
C 0.720 -2.213 7.044
C 2.060 -2.261 6.288
O 1.698 -2.860 5.022
C 2.774 -2.855 4.132
N 0.773 -1.687 8.436
H -0.142 -0.237 6.510
H -1.271 -1.352 7.032
H -0.702 -1.490 5.385
H 0.342 -3.235 7.092
H 2.835 -2.759 6.871
H 2.450 -1.249 6.178
H 3.568 -3.510 4.492
H 3.133 -1.830 4.043
H 2.452 -3.249 3.168
H 1.293 -2.416 8.902
H -0.144 -1.648 8.858

---

# 3
# C31H15BCl64N2OS

C31H15BCl64N2OS as an isolated structure in a non-equilibrium geometry (wB97M-V/def2-TZVPD, the OMol25 dataset).

Output
spin multiplicity: 1
energy: -31250.1403 Ha

Cartesian coordinates (Å):
C -0.910 2.125 -3.788
B 0.519 1.687 -3.201
O 1.626 1.897 -3.988
C 0.616 1.007 -1.768
C 0.501 1.667 -0.580
C 0.307 3.202 -0.487
C 1.574 3.774 0.196
C 1.629 3.945 1.574
C 2.766 4.421 2.207
C 3.900 4.720 1.476
C 3.855 4.571 0.088
C 2.715 4.103 -0.558
C 2.793 3.979 -2.066
C 0.547 0.981 0.724
C 0.742 -0.347 0.782
C 0.912 -1.109 -0.422
N 1.141 -2.404 -0.453
S 1.252 -2.759 -2.067
N 0.991 -1.284 -2.697
C 0.833 -0.420 -1.699
H -0.883 1.963 -4.880
H -1.157 3.172 -3.561
H -1.651 1.427 -3.364
H 1.424 1.791 -4.926
H 0.120 3.657 -1.463
H -0.510 3.399 0.228
H 0.742 3.696 2.164
H 2.793 4.536 3.293
H 4.807 5.078 1.963
H 4.728 4.801 -0.525
H 3.427 4.746 -2.534
H 1.804 4.069 -2.530
H 3.233 3.003 -2.327
H 0.441 1.567 1.645
H 0.784 -0.821 1.766
C -0.552 -6.657 -3.683
Cl 0.228 -8.146 -3.136
Cl -0.113 -5.324 -2.606
Cl -0.017 -6.283 -5.325
Cl -2.319 -6.865 -3.652
C 7.048 1.910 0.768
Cl 8.204 3.252 0.913
Cl 7.428 0.940 -0.663
Cl 7.152 0.892 2.213
Cl 5.410 2.577 0.620
C 1.291 1.608 5.322
Cl 0.370 3.064 5.715
Cl 3.003 1.880 5.668
Cl 0.700 0.252 6.290
Cl 1.085 1.245 3.600
C -3.786 3.129 5.198
Cl -5.316 2.251 5.088
Cl -2.619 2.430 4.069
Cl -4.053 4.834 4.783
Cl -3.154 3.002 6.843
C -3.150 6.774 8.972
Cl -4.068 8.240 9.348
Cl -1.436 7.041 9.316
Cl -3.749 5.433 9.960
Cl -3.343 6.373 7.261
C 3.627 -5.702 0.322
Cl 3.350 -7.440 0.123
Cl 3.416 -5.257 2.017
Cl 5.269 -5.302 -0.199
Cl 2.456 -4.801 -0.652
C -2.217 -7.965 -8.207
Cl -0.804 -7.117 -8.859
Cl -2.338 -7.648 -6.473
Cl -3.677 -7.386 -9.021
Cl -2.039 -9.704 -8.482
C -8.007 -7.075 -9.622
Cl -9.601 -7.849 -9.745
Cl -6.899 -7.839 -10.770
Cl -8.161 -5.356 -10.005
Cl -7.366 -7.257 -7.986
C -10.690 -7.742 -5.179
Cl -9.072 -7.925 -4.484
Cl -11.459 -6.297 -4.507
Cl -10.558 -7.583 -6.935
Cl -11.664 -9.165 -4.785
C -0.185 -5.669 3.947
Cl -1.246 -4.522 4.777
Cl 0.324 -4.986 2.402
Cl 1.246 -5.982 4.951
Cl -1.055 -7.186 3.662
C 2.667 7.161 8.086
Cl 1.993 5.822 7.145
Cl 4.216 6.671 8.783
Cl 2.910 8.560 7.030
Cl 1.548 7.595 9.383
C -4.142 -3.397 -6.919
Cl -4.806 -1.933 -6.180
Cl -2.937 -4.104 -5.842
Cl -5.443 -4.559 -7.202
Cl -3.376 -2.987 -8.462
C -2.510 -7.815 7.323
Cl -2.783 -9.553 7.130
Cl -2.724 -7.370 9.022
Cl -0.865 -7.417 6.810
Cl -3.672 -6.924 6.331
C -0.906 1.105 -8.564
Cl -1.890 2.322 -7.741
Cl -0.393 1.727 -10.138
Cl 0.524 0.733 -7.583
Cl -1.854 -0.369 -8.787
C 0.506 11.636 11.002
Cl -1.021 10.748 10.891
Cl 1.675 10.928 9.881
Cl 0.235 13.333 10.582
Cl 1.133 11.529 12.652
C 11.322 2.725 -2.405
Cl 10.759 1.451 -3.497
Cl 12.833 2.218 -1.637
Cl 11.600 4.211 -3.327
Cl 10.096 3.018 -1.163

---

# 4
# C31H15F24GeN2OOsSSeSi

C31H15F24GeN2OOsSSeSi as an isolated structure (wB97M-V/def2-TZVPD, the OMol25 dataset).

Output
spin multiplicity: 5
expectation value of S²: 6.027
energy: -9028.6976 Ha
net charge: -1

Cartesian coordinates (Å):
Os 0.585 -1.179 -1.520
C 0.612 -3.919 -4.022
C 1.316 -2.652 -4.357
C 1.934 -2.435 -5.569
C 2.566 -1.209 -5.801
C 2.591 -0.227 -4.844
C 1.956 -0.492 -3.612
N 1.349 -1.685 -3.418
N 1.794 0.272 -2.507
Si 2.787 1.589 -1.939
C 3.568 2.506 -3.357
C 1.752 2.801 -1.014
C 4.147 0.950 -0.875
H 0.519 -4.554 -4.903
H -0.366 -3.700 -3.614
H 1.159 -4.455 -3.241
H 1.916 -3.211 -6.323
H 3.038 -1.026 -6.761
H 3.050 0.734 -5.022
H 2.826 2.892 -4.065
H 4.288 1.888 -3.904
H 4.117 3.362 -2.941
H 0.871 3.082 -1.601
H 2.336 3.708 -0.800
H 1.398 2.389 -0.067
H 4.979 0.587 -1.492
H 3.792 0.115 -0.270
H 4.534 1.728 -0.203
F -2.417 -4.291 1.079
C -1.421 -3.754 0.343
F -0.539 -4.724 0.078
F -0.813 -2.852 1.096
C -1.949 -3.132 -0.983
O -1.026 -2.455 -1.686
C -2.463 -4.310 -1.890
F -3.218 -5.218 -1.260
F -1.438 -4.976 -2.425
F -3.186 -3.808 -2.905
C -3.198 -2.223 -0.642
F -3.072 -1.618 0.546
F -3.343 -1.284 -1.569
F -4.345 -2.930 -0.588
F -3.659 0.577 3.445
C -2.700 -0.301 3.764
C -1.462 -0.296 3.145
C -0.528 -1.203 3.632
F 0.715 -1.225 3.146
C -0.804 -2.085 4.656
F 0.122 -2.929 5.112
C -2.058 -2.074 5.224
F -2.345 -2.910 6.221
C -3.008 -1.182 4.782
F -4.212 -1.162 5.363
Ge -0.837 0.910 1.735
S -0.649 0.383 -0.376
C -2.118 2.386 1.472
C -1.805 3.735 1.483
F -0.601 4.186 1.863
C -2.703 4.709 1.092
F -2.370 6.003 1.129
C -3.955 4.343 0.654
F -4.830 5.275 0.278
C -4.299 3.011 0.598
F -5.508 2.661 0.154
C -3.380 2.064 0.994
F -3.760 0.789 0.876
C 0.711 1.685 2.682
C 2.027 1.532 2.288
F 2.350 0.770 1.249
C 3.074 2.141 2.955
F 4.335 1.984 2.546
C 2.810 2.913 4.062
F 3.812 3.504 4.716
C 1.514 3.069 4.505
F 1.268 3.812 5.589
C 0.495 2.451 3.814
F -0.749 2.636 4.287
Se 2.121 -2.449 -0.286

---

- Among the records above, which one has the highest spin multiplicity?
  C31H15F24GeN2OOsSSeSi

---

- spin multiplicity of number 4 (C31H15F24GeN2OOsSSeSi)?
  5